A molecular structure, C47H75IrN6O2Si in a non-equilibrium geometry, computed with ωB97M-V/def2-TZVPD.

XYZ file:
```
132
Properties=species:S:1:pos:R:3:forces:R:3
Ir 0.667 -0.266 -0.286 0.327 -0.410 1.054
C 0.529 -2.936 -2.122 -0.067 0.041 -0.171
N 0.905 -2.750 -0.717 -0.308 1.437 0.140
C 2.222 -3.352 -0.513 0.152 0.096 0.017
C -0.012 -3.406 0.228 -0.285 -0.089 0.263
C -1.472 -3.106 -0.040 0.288 -0.181 -0.022
N -1.707 -1.676 -0.258 -0.272 0.025 -0.042
C -2.636 -1.562 -1.387 0.005 0.025 -0.321
C -2.769 -0.306 -2.219 0.282 0.193 0.215
C -3.792 -0.394 -3.157 -0.135 0.187 -0.046
C -4.043 0.591 -4.096 -0.020 -0.054 0.151
C -3.333 1.778 -3.926 -0.151 -0.007 -0.048
C -2.347 1.941 -2.971 0.211 -0.129 0.204
C -1.897 0.802 -2.211 -0.548 -0.259 -0.889
O -0.733 0.813 -1.610 0.799 0.101 0.573
C -1.750 3.323 -2.716 0.143 -0.031 -0.008
C -2.539 4.451 -3.390 0.122 -0.085 0.018
C -1.800 3.588 -1.204 -0.015 -0.017 -0.058
C -0.309 3.365 -3.244 -0.140 0.047 0.089
C -5.007 0.334 -5.249 -0.008 -0.080 -0.038
C -6.378 -0.115 -4.725 0.075 0.043 -0.037
C -5.214 1.566 -6.132 0.042 -0.074 0.103
C -4.394 -0.779 -6.116 -0.107 0.084 -0.019
C -2.262 -1.030 0.960 0.028 0.127 0.133
C -1.623 -1.544 2.224 0.346 0.347 -0.064
C -2.304 -2.438 3.032 -0.127 -0.053 0.176
C -1.720 -2.992 4.162 0.062 0.014 -0.028
C -0.409 -2.612 4.440 -0.088 -0.050 -0.004
C 0.319 -1.701 3.690 0.069 0.374 -0.311
C -0.305 -1.132 2.540 -0.515 -1.120 0.595
O 0.275 -0.230 1.791 1.152 0.500 -1.440
C 1.722 -1.335 4.208 0.049 -0.013 -0.073
C 2.495 -0.342 3.332 -0.078 -0.019 0.062
C 1.568 -0.705 5.603 0.039 -0.052 -0.091
C 2.584 -2.604 4.310 -0.082 0.082 0.049
C -2.452 -3.931 5.115 -0.095 -0.161 0.098
C -3.834 -4.336 4.595 0.093 0.069 -0.002
C -2.639 -3.224 6.468 0.016 -0.068 -0.084
C -1.641 -5.219 5.324 -0.042 0.129 -0.032
H 0.367 -3.997 -2.352 0.048 0.008 0.038
H -0.365 -2.371 -2.366 0.003 0.007 0.051
H 1.341 -2.559 -2.744 -0.008 -0.027 -0.017
H 2.195 -4.419 -0.772 -0.069 0.048 -0.032
H 2.965 -2.859 -1.136 -0.044 -0.026 0.065
H 2.504 -3.268 0.534 -0.125 0.019 -0.070
H 0.119 -4.497 0.182 0.106 0.055 -0.087
H 0.269 -3.081 1.231 0.049 -0.060 -0.038
H -1.775 -3.674 -0.920 -0.042 0.102 -0.013
H -2.062 -3.495 0.793 0.017 -0.073 -0.044
H -2.366 -2.333 -2.112 -0.025 -0.095 0.156
H -3.649 -1.819 -1.034 0.049 -0.050 -0.022
H -4.391 -1.300 -3.155 0.018 -0.056 -0.044
H -3.562 2.612 -4.573 -0.033 0.039 0.055
H -3.595 4.413 -3.122 -0.029 -0.005 -0.033
H -2.144 5.409 -3.046 0.029 0.032 -0.019
H -2.441 4.427 -4.476 -0.070 0.000 -0.025
H -2.835 3.599 -0.858 -0.040 0.026 -0.030
H -1.279 2.807 -0.661 -0.055 0.018 0.027
H -1.359 4.559 -0.965 -0.026 0.023 -0.028
H -0.313 3.278 -4.332 0.058 -0.010 -0.012
H 0.164 4.316 -2.979 0.045 0.030 -0.054
H 0.263 2.540 -2.827 0.030 -0.021 -0.069
H -6.817 0.662 -4.098 -0.030 0.006 0.017
H -7.055 -0.311 -5.558 -0.021 -0.014 -0.013
H -6.305 -1.027 -4.132 -0.007 -0.022 0.019
H -5.622 2.402 -5.563 0.011 0.039 0.001
H -4.278 1.879 -6.597 0.009 0.058 -0.003
H -5.920 1.326 -6.929 -0.004 -0.002 -0.023
H -4.305 -1.708 -5.553 0.011 -0.032 0.007
H -5.006 -0.969 -7.001 -0.034 -0.016 -0.007
H -3.395 -0.486 -6.443 0.025 -0.024 -0.034
H -2.106 0.047 0.861 -0.070 -0.003 -0.002
H -3.345 -1.216 1.018 0.033 -0.024 -0.058
H -3.321 -2.702 2.767 -0.003 0.022 -0.044
H 0.073 -3.049 5.306 -0.017 0.048 0.061
H 1.948 0.590 3.218 0.033 0.048 -0.075
H 3.463 -0.125 3.791 0.010 -0.080 0.065
H 2.677 -0.757 2.340 -0.009 0.075 -0.063
H 0.919 0.170 5.550 0.007 0.033 0.020
H 1.136 -1.406 6.317 -0.012 0.005 0.031
H 2.544 -0.391 5.980 0.013 0.006 0.028
H 2.698 -3.064 3.326 0.018 -0.033 -0.020
H 3.576 -2.344 4.684 0.034 -0.022 -0.002
H 2.155 -3.346 4.984 -0.002 -0.029 -0.005
H -4.500 -3.477 4.512 -0.022 0.009 -0.052
H -3.762 -4.827 3.623 -0.039 0.012 -0.035
H -4.290 -5.041 5.292 -0.009 -0.005 0.015
H -3.195 -2.295 6.338 0.004 0.028 0.017
H -3.196 -3.866 7.154 0.005 -0.008 0.031
H -1.678 -2.988 6.924 0.014 0.036 0.021
H -1.519 -5.746 4.376 0.031 -0.040 0.001
H -0.653 -5.011 5.731 0.036 -0.032 0.006
H -2.161 -5.877 6.023 0.006 -0.029 0.005
C 3.749 1.461 0.548 -0.484 -0.262 0.016
Si 3.040 0.124 -0.675 0.265 1.227 0.138
C 3.143 0.848 -2.477 -0.434 -0.266 0.482
C 4.701 -0.872 -0.609 -0.701 -0.717 0.187
C 5.817 -0.343 -1.260 -0.210 0.159 -0.195
C 7.089 -0.856 -1.063 0.059 -0.055 0.046
C 7.278 -1.952 -0.233 0.008 0.044 0.000
C 6.185 -2.508 0.411 0.013 0.012 0.078
C 4.924 -1.953 0.244 0.102 0.061 0.076
H 4.138 2.316 -0.007 0.025 0.025 -0.077
H 4.582 1.038 1.109 0.022 -0.074 -0.050
H 3.021 1.812 1.275 0.014 0.073 0.011
H 3.731 1.767 -2.512 0.072 0.017 0.047
H 2.158 1.061 -2.900 -0.037 0.009 0.006
H 3.623 0.114 -3.127 0.014 -0.008 -0.061
H 5.694 0.505 -1.924 0.044 0.021 -0.012
H 7.938 -0.393 -1.552 -0.018 -0.024 -0.046
H 8.271 -2.353 -0.073 0.005 -0.035 -0.045
H 6.314 -3.366 1.059 0.014 0.021 0.055
H 4.098 -2.365 0.809 0.190 0.045 0.056
C 3.822 5.374 -0.690 -0.038 0.222 -0.039
C 2.689 6.172 -0.052 -0.020 -0.298 0.161
C 2.839 6.227 1.467 -0.019 0.090 -0.100
C 1.318 5.606 -0.448 0.199 0.548 0.044
N 1.048 4.293 0.100 0.138 -0.766 -0.132
C 1.302 3.082 -0.408 -0.175 0.257 0.159
N 0.794 2.187 0.405 0.145 -0.983 -0.885
N 0.240 2.859 1.422 -0.245 -0.380 0.310
N 0.379 4.114 1.253 0.034 0.371 -0.039
H 4.776 5.853 -0.473 0.060 -0.070 -0.002
H 3.710 5.326 -1.775 0.024 -0.026 -0.028
H 3.859 4.359 -0.298 0.004 -0.025 0.033
H 2.721 7.193 -0.442 -0.093 -0.024 -0.049
H 2.886 5.223 1.891 0.003 -0.018 0.019
H 1.994 6.744 1.923 0.015 0.008 0.059
H 3.754 6.752 1.739 0.017 -0.011 0.016
H 1.242 5.542 -1.534 -0.082 -0.074 0.053
H 0.527 6.259 -0.081 -0.036 -0.071 -0.029
H 1.828 2.890 -1.325 -0.017 0.015 -0.041
```
Positions in Å, forces in eV/Å.

Its energy above the lowest of the compared OMol25 structures with the same formula, charge and spin is 17.2 kJ/mol. The calculation puts the lowest unoccupied orbital energy (spin up / spin down) at -0.67 / -0.57 eV. The value obtained for the total energy is -73705.9503 eV. Its HOMO energy (spin up / spin down) is -6.88 / -6.86 eV.

Atom charges from the Mulliken analysis, given in e for atoms 1 to 2: 3.00, -1.12


A molecular structure, C32H51Cl2PV in a non-equilibrium geometry, computed with ωB97M-V/def2-TZVPD.

XYZ file:
```
87
Properties=species:S:1:pos:R:3:forces:R:3
V 0.064 -0.110 0.149 -1.715 1.374 -0.396
Cl 1.266 -0.638 1.963 0.862 -0.326 1.364
P 0.082 0.562 -2.158 0.013 0.140 0.107
C -1.745 0.576 0.108 -0.433 0.398 0.158
H -2.721 0.154 -0.221 0.408 0.254 0.191
H -1.881 1.650 0.384 -0.045 -0.518 -0.207
C 1.918 0.828 -2.394 -0.385 0.391 -0.778
C -0.775 2.218 -2.407 0.362 -0.110 -0.220
C 2.384 0.911 -3.858 0.416 0.152 0.102
H 2.111 1.808 -1.916 -0.080 -0.253 -0.019
C 3.872 1.268 -3.929 0.010 -0.045 0.021
H 2.221 -0.058 -4.351 0.109 0.236 0.117
H 1.810 1.658 -4.423 0.140 -0.234 0.215
C 4.743 0.300 -3.119 -0.145 -0.052 -0.078
H 4.192 1.274 -4.978 0.076 0.054 0.094
H 4.010 2.288 -3.543 -0.026 -0.104 -0.036
C 4.225 0.096 -1.691 -0.162 0.091 0.097
H 4.776 -0.670 -3.634 -0.049 0.067 0.036
H 5.772 0.673 -3.088 -0.032 -0.073 -0.010
C 2.721 -0.237 -1.638 0.321 -0.044 -0.022
H 4.793 -0.701 -1.198 -0.035 0.107 -0.025
H 4.399 1.015 -1.113 -0.065 -0.126 -0.048
H 2.556 -1.221 -2.110 0.015 0.193 0.107
H 2.411 -0.339 -0.577 0.169 0.113 -0.526
C -0.564 -0.485 -3.600 0.185 0.495 0.182
C -2.278 2.069 -2.695 0.004 0.027 -0.125
H -0.705 2.693 -1.419 0.004 -0.273 -0.221
C -2.962 3.438 -2.613 0.122 0.004 0.060
H -2.436 1.643 -3.695 -0.070 0.152 0.117
H -2.740 1.376 -1.983 0.181 0.151 -0.046
C -2.317 4.469 -3.546 0.025 -0.072 -0.111
H -4.026 3.328 -2.857 0.076 0.075 0.050
H -2.905 3.806 -1.579 0.007 -0.122 -0.102
C -0.791 4.541 -3.405 0.030 0.026 0.163
H -2.571 4.221 -4.586 0.036 -0.038 0.058
H -2.744 5.458 -3.348 0.017 -0.066 -0.080
C -0.111 3.165 -3.418 -0.188 0.094 -0.177
H -0.373 5.153 -4.213 -0.061 0.029 0.114
H -0.540 5.046 -2.461 -0.038 -0.092 -0.091
H -0.178 2.743 -4.432 0.044 0.175 0.208
H 0.960 3.292 -3.204 -0.259 -0.022 0.038
C 0.156 -1.833 -3.738 -0.104 -0.222 0.114
H -1.602 -0.681 -3.272 0.211 0.001 -0.111
C -0.596 -2.760 -4.698 0.001 0.118 -0.076
H 1.183 -1.675 -4.100 -0.244 -0.051 0.014
H 0.238 -2.338 -2.771 -0.075 0.175 -0.259
C -0.805 -2.126 -6.077 0.078 0.053 0.043
H -0.043 -3.703 -4.796 -0.139 0.070 -0.009
H -1.576 -3.002 -4.260 0.139 0.025 -0.013
C -1.387 -0.710 -5.983 -0.007 -0.027 0.103
H 0.155 -2.093 -6.610 -0.063 0.045 0.085
H -1.473 -2.757 -6.672 0.068 0.022 -0.040
C -0.637 0.183 -4.983 0.033 -0.045 -0.231
H -1.374 -0.233 -6.971 -0.072 -0.088 0.079
H -2.439 -0.777 -5.671 0.098 0.015 -0.030
H 0.379 0.369 -5.359 -0.275 -0.090 0.053
H -1.137 1.157 -4.940 0.171 -0.371 -0.043
C 0.187 -2.334 -0.296 -3.029 -0.362 -0.618
C -1.199 -1.836 -0.467 2.842 -2.738 -0.115
H 0.873 -2.395 -1.156 -0.462 0.406 0.452
C -2.258 -2.311 0.502 0.035 -0.135 0.219
H -1.546 -1.699 -1.501 0.166 0.392 0.550
C -1.693 -2.747 1.863 -0.061 -0.027 -0.009
H -3.030 -1.544 0.649 0.225 -0.158 -0.024
H -2.772 -3.179 0.050 0.089 0.069 0.030
C -0.593 -3.801 1.704 -0.086 -0.008 -0.030
H -1.315 -1.887 2.434 -0.037 -0.109 -0.317
H -2.509 -3.188 2.451 0.057 0.107 -0.008
C 0.534 -3.395 0.737 0.504 0.035 0.478
H -0.171 -4.053 2.687 -0.048 0.110 -0.184
H -1.049 -4.730 1.334 -0.095 0.115 -0.012
H 1.410 -3.082 1.325 -0.273 0.025 -0.214
H 0.863 -4.314 0.219 -0.129 0.320 -0.138
Cl 2.184 4.491 1.414 0.450 0.297 -0.317
C 0.958 3.753 2.366 -1.335 -0.846 0.965
C 0.614 4.358 3.573 -0.313 -0.283 0.076
C -0.389 3.793 4.376 0.310 0.090 -0.304
C -1.026 2.629 3.957 0.017 0.204 0.159
C -0.679 2.032 2.750 -0.269 -0.167 0.147
C 0.316 2.560 1.926 0.894 0.789 -0.444
C 0.731 1.970 0.613 -0.101 -1.188 -0.612
H 1.125 5.264 3.876 -0.023 0.001 0.041
H -0.660 4.271 5.316 0.072 -0.090 -0.172
H -1.808 2.178 4.575 0.229 0.149 -0.179
H -1.223 1.132 2.431 0.499 0.449 0.076
H 0.592 2.698 -0.196 0.181 0.171 0.308
H 1.800 1.699 0.613 0.028 0.523 0.233
```
Positions in Å, forces in eV/Å.

Its energy above the lowest of the compared OMol25 structures with the same formula, charge and spin is 0.0 kJ/mol. The calculation puts the lowest unoccupied orbital energy (spin up / spin down) at 2.56 / 2.56 eV. Its expectation value of S² is 2.355. The value obtained for the total energy is -94032.8765 eV. Its HOMO energy (spin up / spin down) is -3.69 / -3.56 eV. The spin multiplicity is 3. As for the total charge: -1.

Atom charges from the Mulliken analysis, given in e for atoms 1 to 2: -0.63, -0.48


A molecular structure, C19H27F6N6O3PSTi in a non-equilibrium geometry, computed with ωB97M-V/def2-TZVPD.

XYZ file:
```
64
Properties=species:S:1:pos:R:3:forces:R:3
Ti -0.070 -0.314 0.226 -1.241 -1.380 -0.216
C -0.410 3.819 1.473 -0.071 0.161 -0.028
C -0.426 2.526 0.742 -0.078 0.377 -0.546
N -0.185 1.403 1.347 0.131 0.478 0.617
O 0.223 1.547 2.682 -0.266 -0.141 -0.118
C -0.652 2.422 -0.686 0.113 -0.189 0.671
C -1.046 3.512 -1.618 0.000 0.100 0.011
N -0.488 1.173 -1.101 -0.018 1.027 -0.706
O -0.640 0.884 -2.319 -0.094 -0.221 -0.296
H -0.991 3.741 2.389 -0.004 -0.008 0.015
H -0.801 4.626 0.859 0.022 -0.031 0.017
H 0.613 4.059 1.771 -0.006 0.008 0.002
H -0.421 1.024 3.188 0.145 -0.057 0.007
H -0.640 4.478 -1.322 -0.002 -0.045 0.044
H -2.133 3.606 -1.681 0.001 -0.013 -0.018
H -0.685 3.271 -2.616 0.007 -0.028 -0.019
S 6.465 -0.808 0.617 -0.106 0.126 -0.003
C 4.697 -0.626 0.555 0.373 -0.039 0.011
C 3.846 -1.701 0.773 -0.301 -0.193 0.129
C 2.484 -1.506 0.669 0.586 -0.368 0.095
N 1.956 -0.322 0.349 0.833 0.070 0.269
C 2.765 0.714 0.153 0.566 0.377 -0.096
C 4.144 0.606 0.244 -0.370 0.273 -0.191
C 6.603 -1.412 2.290 -0.010 -0.131 -0.009
C 6.756 -2.765 2.549 0.044 -0.011 -0.005
C 6.855 -3.171 3.873 0.014 0.054 0.313
N 6.815 -2.337 4.917 -0.041 0.183 -0.600
C 6.683 -1.035 4.636 0.024 -0.195 0.217
C 6.577 -0.522 3.351 -0.012 0.000 0.034
H 4.234 -2.679 1.026 -0.010 0.028 -0.006
H 1.796 -2.326 0.827 -0.051 -0.043 0.025
H 2.285 1.654 -0.089 0.037 0.021 -0.001
H 4.769 1.473 0.078 -0.025 -0.043 0.018
H 6.813 -3.485 1.742 -0.012 0.014 0.047
H 6.975 -4.224 4.107 -0.002 0.035 0.011
H 6.664 -0.363 5.487 0.001 -0.037 -0.010
H 6.483 0.543 3.184 0.003 -0.040 0.030
F -1.319 -2.917 1.056 0.241 -0.118 -0.317
P -1.861 -1.859 2.102 -0.313 -0.104 0.235
F -3.338 -2.331 1.921 -0.039 0.126 0.023
F -2.038 -0.752 0.763 -0.101 -0.264 0.347
F -1.500 -2.780 3.312 0.083 0.073 0.014
F -0.204 -1.216 2.094 -0.251 -0.168 -0.012
F -2.238 -0.648 3.039 0.096 0.286 0.029
C 2.002 -1.105 -2.794 -0.045 -0.195 -0.094
N 0.922 -2.024 -3.179 0.369 -0.134 -0.283
C 1.011 -2.574 -4.536 -0.120 0.204 0.100
C -0.129 -2.167 -2.376 -0.440 0.358 0.441
O -0.105 -1.591 -1.221 0.363 -0.051 -0.154
N -1.267 -2.808 -2.701 -0.187 -0.256 -0.194
C -2.473 -2.483 -1.921 0.105 -0.151 -0.133
C -1.405 -4.096 -3.397 0.013 0.228 0.142
H 2.407 -0.678 -3.707 0.033 0.003 0.008
H 2.806 -1.613 -2.259 -0.048 -0.028 0.046
H 1.600 -0.292 -2.206 -0.041 0.053 0.016
H 1.876 -2.125 -5.010 -0.011 0.025 -0.067
H 0.130 -2.319 -5.125 -0.083 -0.044 0.067
H 1.166 -3.648 -4.542 0.025 -0.074 0.058
H -2.483 -1.436 -1.650 0.042 0.074 0.001
H -2.555 -3.100 -1.027 0.003 0.009 -0.002
H -3.323 -2.677 -2.573 -0.013 -0.001 0.053
H -0.598 -4.321 -4.073 0.157 0.052 -0.019
H -2.330 -4.077 -3.969 -0.010 0.008 -0.035
H -1.474 -4.895 -2.656 -0.010 -0.027 0.013
```
Positions in Å, forces in eV/Å.

Its energy above the lowest of the compared OMol25 structures with the same formula, charge and spin is 98.0 kJ/mol. The calculation puts the lowest unoccupied orbital energy (spin up / spin down) at -3.67 / -3.54 eV. Its expectation value of S² is 0.754. The value obtained for the total energy is -94769.1737 eV. Its HOMO energy (spin up / spin down) is -11.17 / -11.10 eV. The spin multiplicity is 2. As for the total charge: +1.

Atom charges from the Mulliken analysis, given in e for atoms 1 to 2: -0.92, -1.45